[1]
Density functional theory data (wB97M-V/def2-TZVPD) for a molecular structure, C42H55N4O4P2Sr.

Results
* highest occupied orbital energy: -10.23 eV
* LUMO: -2.5 eV
* strongest force on any atom: 2.7 eV Å⁻¹
* frontier orbital gap: 7.73 eV
* DFT total energy: -2866.8239 a.u.
* relative energy (zero: lowest compared OMol25 entry of this formula, charge and spin): 19.1 kcal per mole

The geometry in ORCA input format:
```
! RIJCOSX wB97M-V def2-TZVPD def2/J DEFGRID3
* xyz 1 1
Sr 0.02813 0.33370 -0.97525
O 0.04621 -5.97770 -4.92216
C -0.57473 -6.01427 -3.64783
C -0.44485 -4.65593 -3.01790
C -1.18803 -4.35635 -1.88922
C -1.03788 -3.11789 -1.30146
N -0.20762 -2.18224 -1.77605
C 0.51770 -2.47220 -2.87453
C 0.42576 -3.69355 -3.51514
C 1.50046 -1.41540 -3.34908
C 1.98415 -1.38899 -4.64541
C 2.95834 -0.46522 -5.00146
C 3.54490 -0.47482 -6.39272
O 4.69522 -1.31312 -6.46411
C 3.42748 0.40587 -4.02878
C 2.88508 0.33506 -2.76199
N 1.92569 -0.54288 -2.41819
H -0.03825 -6.84118 -5.33797
H -0.09857 -6.74580 -2.99077
H -1.63378 -6.27117 -3.71187
H -1.87693 -5.07615 -1.45800
H -1.59905 -2.85672 -0.40754
H 1.03506 -3.91425 -4.38088
H 1.60708 -2.08435 -5.38732
H 3.76435 0.54224 -6.71763
H 2.82827 -0.89860 -7.08977
H 5.41249 -0.90787 -5.96582
H 4.18817 1.14882 -4.25181
H 3.22405 1.00714 -1.97884
N -0.96297 -1.24110 1.75408
C -0.04829 -2.14291 2.36539
C -0.53559 -3.29991 2.96880
C 0.33826 -4.23125 3.50774
C 1.71188 -4.02290 3.45328
C 2.19556 -2.87359 2.84482
C 1.33298 -1.92170 2.30099
P 1.89445 -0.51743 1.29241
C 1.81180 0.96539 2.35884
C 1.26411 0.92844 3.63690
C 1.10886 2.10024 4.37653
C 1.49873 3.31878 3.83938
C 2.04648 3.36891 2.55987
C 2.19332 2.20133 1.82142
C 3.68465 -0.80819 1.06339
C 4.10516 -1.62922 0.01497
C 5.45475 -1.91984 -0.15747
C 6.39797 -1.38662 0.71379
C 5.98884 -0.56831 1.75937
C 4.63893 -0.28401 1.93273
H -1.92340 -1.43040 1.99343
H -0.80618 -0.25001 1.91076
H -1.60943 -3.46462 3.01870
H -0.06024 -5.12489 3.97738
H 2.39682 -4.74856 3.87312
H 3.26669 -2.71715 2.78079
H 0.98217 -0.02581 4.07256
H 0.68781 2.05436 5.37565
H 1.37524 4.23053 4.41421
H 2.35458 4.31915 2.13767
H 2.61867 2.25879 0.82206
H 3.37513 -2.05494 -0.66762
H 5.77077 -2.55859 -0.97435
H 7.45078 -1.60996 0.58081
H 6.71864 -0.15599 2.44613
H 4.32940 0.35281 2.75345
N -1.77619 0.24902 -3.20361
C -1.30292 1.24053 -4.22650
C -1.15336 2.62268 -3.56771
C -0.40190 2.40719 -2.28681
O 0.83913 2.14647 -2.32855
O -1.07409 2.24885 -1.20721
H -1.96037 -0.64121 -3.65108
H -2.65847 0.57601 -2.81997
H -1.95966 1.30824 -5.09025
H -0.32672 0.90791 -4.57715
H -2.12817 3.05439 -3.34404
H -0.60343 3.28277 -4.23727
C -2.58117 0.89693 4.36018
C -3.46039 0.95293 3.10116
C -4.90240 1.33535 3.45331
P -2.52936 1.87077 1.78714
C -2.04547 3.48317 2.51335
C -1.40352 4.32983 1.40127
C -3.05352 4.30526 3.32103
C -3.72833 2.20890 0.42810
C -4.24203 0.86329 -0.10060
C -4.86749 3.21523 0.60282
H -2.91874 0.10472 5.03446
H -2.63228 1.83842 4.91564
H -1.52617 0.71197 4.13111
H -3.50581 -0.06478 2.70045
H -4.98268 2.37103 3.79198
H -5.26370 0.69636 4.26721
H -5.58920 1.20335 2.61722
H -1.24509 3.18936 3.19549
H -2.16104 4.72572 0.71294
H -0.68740 3.76379 0.80336
H -0.88069 5.18703 1.83714
H -3.94785 4.56031 2.75174
H -2.58673 5.24937 3.62908
H -3.37334 3.79648 4.23154
H -3.06833 2.60687 -0.34495
H -4.96115 0.39597 0.58066
H -3.43680 0.13668 -0.25408
H -4.75473 0.99807 -1.05922
H -5.52006 3.00412 1.44880
H -5.49249 3.21244 -0.29766
H -4.49217 4.23122 0.71701
*
```

Atomic partial charges in e from the Mulliken method, atoms 1 to 99: Sr 1.25; O -0.51; C -0.65; C 0.24; C -1.25; C -0.90; N 1.41; C -0.29; C -0.80; C 0.67; C -0.49; C 0.62; C -1.32; O -0.50; C -0.96; C -0.36; N 0.64; H 0.32; H 0.32; H 0.37; H 0.44; H 0.36; H 0.61; H 0.42; H 0.41; H 0.38; H 0.35; H 0.47; H 0.33; N 1.16; C 0.23; C -0.60; C -0.69; C -0.83; C -0.76; C -0.25; P 1.59; C 0.45; C -0.50; C -0.27; C -0.60; C -0.73; C -0.58; C -0.17; C -0.14; C -0.80; C -0.57; C -0.70; C -0.29; H 0.33; H -1.24; H 0.45; H 0.41; H 0.45; H 0.49; H 0.46; H 0.43; H 0.39; H 0.45; H 0.36; H 0.36; H 0.44; H 0.39; H 0.43; H 0.42; N -0.32; C -0.51; C -0.91; C 0.72; O -0.67; O -0.40; H 0.24; H 0.09; H 0.51; H 0.07; H 0.29; H 0.43; C -1.34; C 0.92; C -1.66; P 1.21; C 1.07; C -1.47; C -1.59; C 1.21; C -1.64; C -1.63; H 0.50; H 0.25; H 0.07; H -0.01; H 0.25; H 0.47; H 0.35; H -0.49; H 0.30; H 0.10; H 0.53; H 0.18

=====

[2]
Density functional theory data (wB97M-V/def2-TZVPD) for a gas-phase ion, C12H21OS (charge +1).

Results
* highest occupied orbital energy: -13.22 eV
* LUMO: -5.3 eV
* strongest force on any atom: 2.4 eV Å⁻¹
* frontier orbital gap: 7.97 eV
* DFT total energy: -942.9799 a.u.
* relative energy (zero: lowest compared OMol25 entry of this formula, charge and spin): 0.0 kcal per mole

The geometry in ORCA input format:
```
! RIJCOSX wB97M-V def2-TZVPD def2/J DEFGRID3
* xyz 1 1
C -1.05712 -0.01212 -1.99797
C 0.33418 -0.25852 -1.59937
C -1.28435 1.32121 -1.47612
C 0.76844 0.82662 -0.92205
C 2.48893 2.57320 -0.68503
C 3.13742 0.14152 -0.68999
C 1.87467 1.10782 1.25555
C -1.97139 -0.13195 1.50375
C -3.32512 -2.18627 1.00823
C -0.83065 -2.23891 0.69654
C 2.07423 1.15661 -0.26742
C -2.07822 -1.37814 0.64261
O -0.25341 1.76301 -0.83841
S -2.51215 -0.94957 -1.11311
H -1.32988 -0.23693 -3.02570
H 0.89399 -1.13411 -1.85595
H -2.17869 1.91938 -1.51968
H 2.64160 2.63176 -1.76011
H 1.73250 3.29896 -0.39677
H 3.42095 2.83765 -0.19414
H 3.26504 0.13931 -1.76911
H 2.87723 -0.86172 -0.36289
H 4.08786 0.40515 -0.23684
H 1.13188 1.83410 1.57738
H 2.81407 1.34459 1.74403
H 1.56630 0.11496 1.57698
H -1.09191 0.45675 1.25820
H -2.85684 0.49145 1.40124
H -1.88761 -0.42888 2.54772
H -4.22287 -1.57531 0.93759
H -3.23268 -2.53823 2.03354
H -3.43933 -3.05443 0.36214
H 0.06043 -1.66456 0.45196
H -0.71164 -2.63509 1.70268
H -0.90587 -3.07932 0.01054
*
```

Need the Mulliken charges? In units of e they are: C 0.29; C -0.84; C -0.44; C 0.01; C -1.72; C -1.85; C -1.72; C -1.41; C -1.83; C -1.40; C 2.08; C 1.55; O -0.22; S -0.03; H 0.52; H 0.59; H 0.47; H 0.39; H 0.37; H 0.45; H 0.42; H 0.39; H 0.43; H 0.39; H 0.49; H 0.31; H 0.15; H 0.34; H 0.48; H 0.48; H 0.43; H 0.49; H 0.13; H 0.48; H 0.37

=====

[3]
Density functional theory data (wB97M-V/def2-TZVPD) for C20H30ClN3O4S in the gas phase.

Results
* highest occupied orbital energy: -8.60 eV
* LUMO: 0.3 eV
* strongest force on any atom: 0.9 eV Å⁻¹
* frontier orbital gap: 8.86 eV
* SMILES string: O=C(NCCN1CCOCC1)[C@H]1CC[C@@H](CNS(=O)(=O)c2ccc(Cl)cc2)CC1
* DFT total energy: -2103.7275 a.u.
* relative energy (zero: lowest compared OMol25 entry of this formula, charge and spin): 1.3 kcal per mole

The geometry in ORCA input format:
```
! RIJCOSX wB97M-V def2-TZVPD def2/J DEFGRID3
* xyz 0 1
O -0.60582 4.66498 -0.63037
C -0.14932 3.54862 -0.47086
N -0.60000 2.70094 0.47755
C -1.77140 3.00074 1.26411
C -3.00218 2.24630 0.74721
N -2.76940 0.81471 0.70718
C -2.84830 0.17969 2.00907
C -2.42407 -1.28268 1.87117
O -3.24069 -1.97621 0.95634
C -3.21697 -1.34324 -0.30681
C -3.65189 0.11914 -0.21103
C 1.03769 3.03711 -1.28551
C 0.72731 1.69843 -1.95505
C 1.94535 1.13490 -2.68001
C 3.18089 1.01599 -1.78105
C 3.08865 -0.04989 -0.67071
N 2.36221 -1.26067 -0.99159
S 0.78817 -1.41090 -0.46841
O -0.10124 -1.51236 -1.59032
O 0.54466 -0.39626 0.52223
C 0.81702 -2.98589 0.37307
C 1.72929 -3.17354 1.39388
C 1.73680 -4.36809 2.09099
C 0.81784 -5.35443 1.75367
Cl 0.82184 -6.84158 2.62073
C -0.10313 -5.16128 0.73312
C -0.09980 -3.96348 0.03930
C 3.47311 2.38410 -1.15202
C 2.27153 2.93288 -0.38421
H -0.30431 1.73489 0.49388
H -1.57152 2.74811 2.30890
H -1.94962 4.07577 1.18306
H -3.87750 2.51005 1.36700
H -3.19517 2.58117 -0.27459
H -3.87575 0.22827 2.41774
H -2.17014 0.67865 2.70165
H -1.37717 -1.31182 1.53809
H -2.52208 -1.80677 2.82424
H -2.20509 -1.38380 -0.73000
H -3.90480 -1.90772 -0.93939
H -4.70484 0.16753 0.12468
H -3.57453 0.57856 -1.19821
H 1.23285 3.78784 -2.05930
H 0.38888 0.97481 -1.21977
H -0.08410 1.83198 -2.67366
H 1.68297 0.16269 -3.10398
H 2.20665 1.79503 -3.51165
H 4.02602 0.74166 -2.42582
H 2.57676 0.35253 0.20222
H 4.10451 -0.33328 -0.37082
H 2.47069 -1.58267 -1.93952
H 2.42150 -2.38281 1.63382
H 2.44078 -4.53796 2.89010
H -0.81374 -5.93526 0.49130
H -0.80275 -3.77321 -0.75563
H 4.33250 2.30505 -0.48226
H 3.73451 3.08456 -1.94801
H 2.04085 2.29442 0.46929
H 2.51547 3.92367 0.00495
*
```

Need the Mulliken charges? In units of e they are: O -0.72; C 0.11; N 0.15; C -1.15; C -0.92; N 0.77; C -0.82; C -0.02; O -0.48; C 0.12; C -1.06; C 0.31; C 0.53; C -1.40; C 0.76; C -1.24; N -0.26; S 1.70; O -0.77; O -0.73; C -0.41; C -0.46; C -0.87; C 0.42; Cl -0.20; C -0.96; C 0.23; C -1.32; C -0.64; H 0.04; H 0.35; H 0.55; H 0.31; H 0.45; H 0.31; H 0.34; H -0.28; H 0.46; H -0.18; H 0.43; H 0.27; H 0.49; H 0.40; H -0.72; H 0.45; H 0.49; H 0.53; H 0.28; H 0.31; H 0.44; H 0.38; H 0.40; H 0.42; H 0.42; H 0.44; H 0.43; H 0.46; H 0.24; H 0.43